162
Properties=species:S:1:pos:R:3:forces:R:3 method="wB97M-V/def2-TZVPD" e_lumo_ev=0.015 spin_multiplicity=1 fmax_ev_per_a=3.127 homo_ev=-7.96 total_energy_ev=-91061.679
O -2.26218 6.98128 -1.03275 -0.14 -0.32 -0.02
H -1.85191 7.27950 -1.84453 0.11 0.07 -0.20
H -2.14702 7.71062 -0.42363 0.03 0.29 0.27
O -1.81932 -3.74517 5.78295 -0.04 -0.26 -0.08
H -1.15944 -3.41491 6.39264 0.22 0.07 0.18
H -2.32123 -2.97046 5.52972 -0.15 0.24 -0.09
O 5.62875 0.95043 5.73973 0.12 0.23 -0.11
H 4.96234 1.09506 6.41144 -0.21 0.05 0.25
H 5.62024 0.00459 5.59294 0.05 -0.29 -0.10
O 5.73448 5.75511 4.58063 -0.12 0.12 -0.31
H 6.43271 6.28751 4.96176 0.19 0.17 0.09
H 5.69286 4.97863 5.13883 -0.04 -0.29 0.10
C 0.38853 2.60702 2.91340 -0.18 0.29 -0.70
C 0.06539 1.88801 1.58068 0.52 0.06 0.39
C 0.64242 0.44741 1.61108 0.51 1.66 2.39
C 0.00016 -0.49351 0.72781 -0.30 -1.37 -1.20
C -1.51373 -0.42127 0.75956 0.94 -0.55 -0.83
C -2.12578 0.98054 0.57017 0.02 -1.08 -0.24
N -1.39223 1.89469 1.48274 -1.58 -2.64 0.57
O -2.04704 3.13331 1.59129 1.01 -0.20 -0.60
C -2.03082 1.41093 -0.93554 1.09 -0.14 0.66
C -3.61822 0.76540 0.93772 -0.27 1.16 0.50
C 0.79593 2.50632 0.38794 0.00 0.96 -0.51
H 1.47666 2.61571 2.97660 -0.06 0.49 0.44
H -0.07255 2.22165 3.82279 0.19 -1.04 -0.23
H -0.10608 3.57835 2.91682 0.77 0.48 -0.42
H 1.71964 0.46822 1.44594 0.11 0.40 -0.17
H 0.57639 0.15339 2.65858 -0.34 -0.51 0.13
H 0.36462 -1.48902 0.98122 -0.36 -0.31 0.22
H 0.32759 -0.44712 -0.31081 0.16 0.65 -0.20
H -1.85056 -0.93955 1.65735 -0.40 0.28 -0.01
H -1.71953 -1.01479 -0.13122 -1.05 -0.19 0.18
H -2.63292 0.82076 -1.62639 -0.51 0.32 0.29
H -2.14935 2.49053 -1.02787 -0.63 -0.03 -0.26
H -1.01546 1.24701 -1.29649 0.20 -0.09 0.13
H -3.80770 0.36353 1.93305 0.59 -0.06 0.22
H -4.15739 1.71270 0.93744 -0.03 0.14 -0.24
H -4.15917 0.08825 0.27670 0.46 0.02 -0.39
H 0.26941 3.37500 -0.00738 -0.12 0.08 -0.23
H 0.94402 1.77431 -0.40601 -0.35 0.06 -0.11
H 1.80467 2.87007 0.58344 0.02 -0.05 0.55
H -1.78417 3.48818 0.73890 -0.45 1.23 -0.26
C 4.57814 -9.24942 -3.66122 0.56 0.22 -0.14
C 3.49452 -8.13488 -3.47249 0.30 -0.55 -0.24
C 4.00735 -7.07728 -2.45082 -0.34 -0.92 0.16
C 5.13485 -6.19848 -2.93691 -0.82 0.78 -0.38
C 4.74583 -5.38900 -4.17376 0.52 -1.06 0.09
C 4.01845 -6.31324 -5.27086 1.27 2.41 -0.16
N 3.25338 -7.45166 -4.78390 0.01 1.00 1.50
O 2.78214 -8.21629 -5.88036 0.48 -0.28 0.78
C 3.00308 -5.32373 -5.90744 0.78 0.05 -0.76
C 5.21528 -6.65429 -6.27341 -0.99 -0.65 -0.10
C 2.14582 -8.75852 -2.97165 0.39 -0.30 -0.20
H 4.95782 -9.79726 -2.79877 -1.07 -0.25 0.55
H 5.55319 -8.84830 -3.93778 -0.16 0.71 -0.62
H 4.32028 -9.94574 -4.45917 -0.23 -0.04 0.13
H 3.15048 -6.57098 -2.00639 -0.11 0.71 -0.57
H 4.39371 -7.56327 -1.55492 0.04 -0.75 -0.12
H 6.00287 -6.80107 -3.20440 0.10 -0.05 0.39
H 5.34131 -5.50544 -2.12134 0.58 -0.08 0.00
H 5.67581 -5.03483 -4.61850 0.08 -0.25 -0.32
H 4.34244 -4.40923 -3.91797 -1.26 -0.41 0.10
H 3.49251 -4.39171 -6.19009 0.41 0.03 -0.01
H 2.62480 -5.70003 -6.85790 -0.51 -0.19 0.19
H 2.23818 -4.99641 -5.20322 -0.20 -0.56 -0.03
H 5.09109 -7.65856 -6.67849 -0.11 -0.03 -0.06
H 5.23909 -5.97825 -7.12811 -0.24 0.16 0.04
H 6.22066 -6.60947 -5.85470 -0.19 -0.04 0.46
H 1.90219 -9.60347 -3.61569 -0.10 -0.03 -0.03
H 1.26568 -8.11796 -2.91569 0.29 0.61 -0.59
H 2.16624 -9.14136 -1.95130 0.73 -0.18 0.07
H 1.85049 -7.98574 -5.90179 -0.21 -0.05 -0.13
C -4.95563 1.68112 6.36261 0.44 0.11 -0.24
C -3.61614 1.21278 6.92873 -0.29 -0.03 -1.57
O -2.93616 0.60063 5.83424 0.59 -0.76 0.25
O -4.88376 2.74172 5.39459 -0.04 0.62 1.22
H -5.54592 1.94678 7.23957 -0.49 0.64 -0.48
H -5.42465 0.86457 5.81364 -0.01 -0.49 0.58
H -3.81364 0.46103 7.69290 0.14 -0.17 -0.13
H -2.96733 1.98001 7.35123 -0.36 0.36 0.14
H -2.70096 1.26872 5.18621 0.10 0.14 0.06
H -4.40679 2.50329 4.59632 -0.02 -0.46 0.08
C -4.05860 -5.62359 -3.56915 0.43 0.09 0.59
C -3.20396 -4.68922 -4.35841 0.19 1.67 -1.69
O -3.67305 -4.44200 -5.70830 0.45 -0.84 0.00
O -4.83872 -4.97477 -2.58409 -0.46 0.07 -0.05
H -3.34585 -6.26592 -3.05195 -0.48 -0.51 0.11
H -4.73744 -6.15206 -4.23847 0.41 -0.50 -0.12
H -2.17603 -5.04887 -4.40421 -0.09 -0.19 -0.50
H -3.12484 -3.66671 -3.98920 -0.11 -0.23 1.14
H -4.60522 -4.21508 -5.67364 -0.11 0.15 0.07
H -5.67307 -4.82235 -3.03380 -0.31 0.37 0.42
C 2.53064 -1.52930 8.53146 0.07 0.50 -0.31
C 2.13487 -0.22435 9.18925 -0.89 0.62 2.24
O 3.00071 0.87835 9.01798 0.93 0.15 -1.30
O 1.55946 -2.57686 8.69745 0.45 0.96 -0.32
H 3.51098 -1.84659 8.88691 0.08 -0.04 0.01
H 2.61265 -1.25913 7.47866 -0.03 -0.66 -0.25
H 2.14541 -0.28680 10.27741 -0.46 -1.10 0.35
H 1.11868 0.08920 8.95027 -0.20 -0.36 -0.53
H 2.88664 1.44805 9.78220 0.09 0.00 -0.14
H 1.37616 -2.65001 9.63695 -0.02 -0.09 0.15
C -1.14083 4.82214 -6.58152 0.04 -1.29 -0.51
C -2.60497 4.99751 -6.95182 -0.01 -0.06 1.06
O -3.43961 3.96788 -6.36439 0.56 0.44 -0.35
O -0.69946 3.54373 -7.07194 0.55 0.68 -0.10
H -0.90199 4.90182 -5.52100 -0.53 -0.04 0.33
H -0.52673 5.59944 -7.03625 -0.05 -0.13 -0.43
H -2.73402 4.93398 -8.03229 0.07 0.06 0.09
H -2.89078 5.97904 -6.57365 -0.38 0.18 -0.25
H -3.84642 4.32010 -5.56939 0.01 0.01 0.04
H -1.12932 2.83769 -6.58376 -0.28 0.15 0.14
C 4.75264 -5.61006 5.13804 -0.27 1.60 -0.70
C 4.90373 -4.39302 4.13202 0.14 -1.62 1.17
O 5.96430 -3.58784 4.57375 0.30 1.35 0.61
O 5.82421 -6.47821 4.89205 0.31 -0.75 0.03
H 3.79298 -6.12511 5.09482 0.17 -0.24 -0.57
H 4.80784 -5.24204 6.16254 0.00 0.37 0.09
H 4.00508 -3.77738 4.09319 0.13 -0.01 -0.15
H 5.23015 -4.78554 3.16897 -0.78 -0.24 -0.28
H 6.76454 -4.08952 4.74557 -0.10 -0.18 -0.27
H 6.60338 -6.09307 5.29965 0.08 -0.24 0.08
C 7.45859 6.96805 0.51633 0.75 0.09 -0.97
C 7.46685 5.52601 -0.04315 -0.33 1.42 0.25
O 7.50287 4.49390 0.93606 0.32 0.27 -0.47
O 6.24552 7.42985 1.02088 -0.99 -0.68 1.06
H 7.55572 7.69985 -0.28561 0.93 -0.42 -0.46
H 8.27335 7.09568 1.22906 0.15 0.02 0.17
H 8.34458 5.44987 -0.68493 0.12 -0.36 0.25
H 6.60094 5.52012 -0.70516 -0.31 -0.66 -0.01
H 6.74133 4.51804 1.52007 -0.20 0.16 -0.10
H 6.03434 6.84750 1.75429 -0.46 0.13 0.42
C -7.66640 6.09800 -1.65539 1.31 -0.79 0.73
C -8.71530 5.10714 -1.21514 -2.54 0.14 -0.26
O -9.99733 5.83121 -1.19034 1.02 0.01 0.37
O -6.70243 5.30771 -2.36589 0.18 0.36 -0.31
H -7.13455 6.48298 -0.78532 -0.28 0.10 0.37
H -7.97509 7.00720 -2.17131 -0.58 -0.52 -0.53
H -8.46028 4.57991 -0.29585 0.01 0.71 0.63
H -8.88121 4.24267 -1.85798 0.57 0.36 -0.89
H -10.71962 5.31774 -0.82125 0.26 -0.30 0.09
H -5.84922 5.49536 -1.96787 0.11 -0.07 -0.20
C -0.34386 9.29955 2.44193 -1.44 -0.72 0.74
C 1.07493 9.08020 2.03301 0.64 -0.12 -0.16
O 1.82444 10.27033 1.97806 -0.15 0.96 -0.33
O -1.24136 9.85332 1.49985 0.30 0.86 -0.89
H -0.49779 9.85092 3.36950 0.53 -0.12 0.29
H -0.83485 8.33023 2.52835 0.62 -0.44 0.71
H 1.01591 8.57488 1.06902 0.27 -0.03 -0.33
H 1.64523 8.45305 2.71825 -0.74 -0.64 0.26
H 2.75849 10.04944 1.99704 -0.02 0.03 -0.08
H -1.17999 10.80876 1.57036 -0.01 0.14 -0.28
C -7.80260 -1.27560 -5.18714 -0.70 -0.93 0.27
C -8.88527 -2.36770 -4.78289 0.12 1.22 -0.48
O -8.27160 -3.59336 -4.52086 1.25 -0.80 0.13
O -7.22499 -1.49634 -6.47287 0.01 -0.30 0.62
H -7.04055 -1.31204 -4.40864 0.37 -0.27 -0.30
H -8.14464 -0.24086 -5.16642 -0.73 -0.12 0.25
H -9.60384 -2.53152 -5.58595 -0.14 0.43 -0.30
H -9.44082 -2.08384 -3.88908 -0.01 0.63 0.03
H -8.90035 -4.20775 -4.13512 -0.10 0.11 -0.05
H -7.86302 -1.18698 -7.12003 0.02 -0.02 -0.11